<P>
{
  "formula": "C3H7NO2S",
  "method": "ωB97M-V/def2-TZVPD",
  "elements": ["C", "C", "C", "N", "O", "O", "S", "H", "H", "H", "H", "H", "H", "H"],
  "positions_angstrom": [[-1.03, -0.33, -0.67], [0.58, 0.51, 1.09], [0.33, -0.50, 0.01], [-1.32, 0.98, -0.92], [-1.67, -1.36, -0.87], [0.36, -1.74, 0.73], [1.63, -0.46, -1.22], [0.68, 1.68, 0.80], [-0.31, 0.55, 1.60], [1.33, 0.11, 1.66], [-0.61, 1.68, -0.78], [-2.22, 1.13, -1.34], [-0.38, -2.27, 0.29], [2.61, 0.01, -0.37]],
  "smiles": "C[C@](O)(S)C(N)=O"
}

<Q>
{
  "formula": "C3H7NO2S",
  "method": "ωB97M-V/def2-TZVPD",
  "elements": ["C", "C", "C", "N", "O", "O", "S", "H", "H", "H", "H", "H", "H", "H"],
  "positions_angstrom": [[0.04, 1.39, 0.46], [-0.51, -0.87, -0.54], [0.51, -0.02, 0.32], [1.88, -0.11, -0.17], [-2.72, -0.78, 0.74], [-1.65, 1.37, -0.31], [-2.20, -0.13, -0.45], [-0.05, 1.90, 1.41], [0.62, 2.02, -0.14], [-0.03, -0.97, -1.53], [-0.60, -1.90, -0.08], [0.58, -0.44, 1.40], [2.23, -1.02, 0.09], [1.89, -0.46, -1.20]]
}

What should be chosen as the most stable of them? Choose <P>.

<P>
{
  "formula": "C3H7NO2S",
  "method": "ωB97M-V/def2-TZVPD",
  "elements": ["C", "C", "S", "N", "C", "O", "O", "H", "H", "H", "H", "H", "H", "H"],
  "positions_angstrom": [[0.51, 0.36, 0.02], [0.89, -0.29, 1.34], [2.54, 0.31, 1.86], [-0.88, 0.23, -0.40], [-1.19, -0.35, -1.59], [-2.56, -0.14, -1.81], [-0.53, -1.01, -2.33], [0.73, 1.43, -0.01], [1.13, -0.14, -0.73], [0.98, -1.35, 1.14], [0.17, -0.07, 2.13], [2.46, 0.28, 3.18], [-1.62, 0.80, -0.03], [-2.62, -0.04, -2.78]],
  "smiles": "O=C(O)NCCS"
}

<Q>
{
  "formula": "C3H7NO2S",
  "method": "ωB97M-V/def2-TZVPD",
  "elements": ["O", "C", "O", "C", "C", "S", "N", "H", "H", "H", "H", "H", "H", "H"],
  "positions_angstrom": [[-1.64, 1.79, 0.60], [-1.37, 0.63, 0.63], [-2.31, -0.36, 0.58], [-0.02, 0.04, 0.56], [0.22, -0.39, -0.95], [1.85, -1.21, -1.10], [1.08, 0.97, 0.99], [-3.13, -0.15, 1.05], [0.13, -0.89, 1.12], [0.25, 0.51, -1.55], [-0.60, -1.02, -1.22], [2.25, -0.50, -2.20], [1.13, 0.73, 1.96], [1.90, 0.90, 0.41]],
  "smiles": "N[C@H](CS)C(=O)O"
}

<R>
{
  "formula": "C3H7NO2S",
  "method": "ωB97M-V/def2-TZVPD",
  "elements": ["C", "C", "C", "N", "O", "O", "S", "H", "H", "H", "H", "H", "H", "H"],
  "positions_angstrom": [[1.02, -0.40, -0.36], [-1.08, 0.43, 0.75], [0.03, 0.25, -1.17], [-0.43, 1.21, 1.64], [1.76, 0.05, 0.51], [-0.75, -0.28, -2.09], [0.77, -2.25, -0.55], [-1.09, -0.60, 1.14], [-2.05, 0.92, 0.35], [0.27, 1.31, -1.25], [2.07, -2.56, -0.40], [0.62, 0.93, 1.68], [-0.59, 2.21, 1.70], [-0.54, -1.25, -1.95]]
}

What should be chosen as the most stable of them? Choose <P>.

<P>
{
  "formula": "C6H8O4",
  "method": "ωB97M-V/def2-TZVPD",
  "elements": ["C", "C", "C", "C", "C", "C", "H", "H", "H", "H", "H", "H", "H", "H", "O", "O", "O", "O"],
  "positions_angstrom": [[-0.33, -2.34, -2.35], [-0.67, -1.62, -1.14], [0.41, -0.07, 0.34], [0.46, 1.45, 0.06], [0.44, 2.49, 0.90], [0.44, 2.45, 2.35], [0.74, -2.79, -1.99], [-1.21, -3.16, -2.68], [-0.33, -1.76, -2.99], [-1.85, -1.06, -1.02], [-1.07, -2.60, -0.33], [0.25, 1.63, -1.09], [0.58, 3.59, 0.76], [0.39, 0.29, 2.58], [0.42, -0.74, -0.89], [0.36, -0.67, 1.27], [0.56, 1.30, 3.19], [0.40, 3.60, 3.03]],
  "smiles": "CCOC(=O)/C=C\\C(=O)O"
}

<Q>
{
  "formula": "C6H8O4",
  "method": "ωB97M-V/def2-TZVPD",
  "elements": ["O", "C", "C", "C", "C", "C", "C", "O", "O", "H", "H", "H", "H", "H", "H", "O", "H", "H"],
  "positions_angstrom": [[2.60, 0.28, -1.30], [1.45, 0.12, -1.64], [0.29, -0.18, -0.73], [-0.82, 0.75, -1.22], [-0.19, 1.01, 0.11], [-1.03, 0.67, 1.31], [-1.14, -0.84, 1.53], [-0.22, -1.40, 2.23], [-1.44, -1.44, 0.45], [1.20, 0.12, -2.72], [-0.69, 1.50, -2.00], [-1.83, 0.35, -1.34], [0.44, 1.90, 0.18], [-0.62, 1.14, 2.21], [-2.06, 1.04, 1.20], [1.19, -1.73, -0.02], [0.79, -1.71, 1.44], [2.09, -1.57, 0.30]]
}

What should be chosen as the most stable of them? Choose <P>.

<P>
{
  "formula": "C4H16NO2",
  "method": "ωB97M-V/def2-TZVPD",
  "elements": ["C", "C", "C", "C", "N", "H", "H", "H", "H", "H", "H", "H", "H", "H", "H", "H", "H", "H", "H", "O", "H", "H", "O"],
  "positions_angstrom": [[1.76, 0.87, 0.86], [0.50, 0.76, 0.02], [0.85, 1.15, -1.46], [-0.21, 1.38, -2.49], [-0.10, -0.67, 0.05], [2.11, 1.91, 1.05], [2.67, 0.36, 0.43], [1.57, 0.37, 1.88], [-0.38, 1.45, 0.24], [1.36, 2.20, -1.42], [1.66, 0.52, -1.75], [-0.30, 2.46, -2.85], [0.02, 0.90, -3.37], [-1.28, 1.26, -2.14], [-0.97, -0.75, -0.54], [0.54, -1.45, -0.20], [-0.23, -0.93, 1.13], [-3.97, -1.14, -0.77], [-3.68, -1.88, 0.48], [-3.58, -1.06, 0.10], [0.54, -2.21, 4.31], [0.89, -3.02, 3.05], [0.22, -2.48, 3.41]],
  "total_charge": 1
}

<Q>
{
  "formula": "C4H16NO2",
  "method": "ωB97M-V/def2-TZVPD",
  "elements": ["C", "C", "C", "C", "N", "H", "H", "H", "H", "H", "H", "H", "H", "H", "H", "H", "H", "H", "H", "O", "H", "H", "O"],
  "positions_angstrom": [[0.90, 0.64, -0.81], [-0.03, -0.59, -0.79], [0.64, -1.93, -0.60], [1.29, -2.01, 0.83], [0.09, 1.90, -0.68], [1.57, 0.51, 0.03], [1.43, 0.69, -1.75], [-0.76, -0.40, -0.01], [-0.48, -0.46, -1.81], [-0.13, -2.74, -0.66], [1.28, -2.23, -1.43], [1.15, -1.11, 1.42], [2.39, -2.12, 0.63], [0.93, -2.84, 1.39], [0.59, 2.70, -1.07], [-0.27, 2.14, 0.29], [-0.70, 1.85, -1.35], [-4.06, -0.17, -0.48], [-2.86, -0.93, 0.43], [-3.14, -0.33, -0.25], [0.36, 3.20, 2.26], [-0.12, 1.79, 2.57], [-0.07, 2.44, 1.84]],
  "total_charge": 1
}

What should be chosen as the most stable of them? Choose <Q>.

<P>
{
  "formula": "H5N2P",
  "method": "ωB97M-V/def2-TZVPD",
  "elements": ["N", "N", "P", "H", "H", "H", "H", "H"],
  "positions_angstrom": [[0.00, 0.58, 0.92], [-0.45, -0.37, -0.02], [0.38, -0.80, -1.34], [-0.84, 1.14, 1.10], [0.35, 0.15, 1.89], [-1.22, -0.91, 0.42], [1.69, -0.14, -0.81], [0.09, 0.36, -2.16]],
  "smiles": "NNP"
}

<Q>
{
  "formula": "H5N2P",
  "method": "ωB97M-V/def2-TZVPD",
  "elements": ["N", "N", "P", "H", "H", "H", "H", "H"],
  "positions_angstrom": [[1.55, -0.30, 0.11], [0.41, 0.54, 0.40], [-1.09, 0.10, 0.05], [1.88, -0.04, -0.86], [2.29, -0.20, 0.79], [-1.67, -1.08, 0.68], [-1.28, -0.19, -1.31], [-2.08, 1.17, 0.13]],
  "smiles": "NN=[PH3]"
}

What should be chosen as the most stable of them? Choose <P>.

<P>
{
  "formula": "C6H14",
  "method": "ωB97M-V/def2-TZVPD",
  "elements": ["C", "C", "C", "C", "C", "C", "H", "H", "H", "H", "H", "H", "H", "H", "H", "H", "H", "H", "H", "H"],
  "positions_angstrom": [[0.06, 2.21, 0.60], [0.13, 0.75, 1.01], [0.05, -1.50, -0.97], [1.51, 0.16, 0.67], [-0.83, -2.11, 0.06], [-0.61, -0.47, -1.81], [-0.01, 2.30, -0.49], [0.97, 2.73, 0.91], [-0.80, 2.73, 1.04], [-0.07, 0.62, 2.08], [-0.67, 0.22, 0.51], [2.26, 0.69, 1.25], [1.60, -0.90, 0.88], [1.76, 0.32, -0.39], [-0.26, -2.34, 0.97], [-1.07, -3.09, -0.37], [-1.77, -1.60, 0.33], [0.10, 0.30, -2.15], [-1.53, 0.02, -1.44], [-0.85, -1.05, -2.72]]
}

<Q>
{
  "formula": "C6H14",
  "method": "ωB97M-V/def2-TZVPD",
  "elements": ["C", "C", "C", "C", "C", "C", "H", "H", "H", "H", "H", "H", "H", "H", "H", "H", "H", "H", "H", "H"],
  "positions_angstrom": [[2.77, 0.28, -0.24], [1.35, -0.18, -0.60], [0.30, 0.55, 0.24], [-1.16, 0.28, -0.09], [-2.13, 0.58, 1.02], [-1.58, -0.20, -1.26], [2.88, 1.36, -0.42], [3.52, -0.24, -0.84], [2.99, 0.09, 0.81], [1.18, 0.00, -1.67], [1.26, -1.26, -0.44], [0.47, 1.63, 0.19], [0.46, 0.28, 1.29], [-0.70, -2.30, 1.10], [-3.09, 0.10, 0.86], [-1.73, 0.23, 1.98], [-2.29, 1.66, 1.13], [-2.64, -0.39, -1.44], [-0.90, -0.45, -2.07], [-0.97, -2.02, 0.47]],
  "smiles": "C=C(C)CCC.[H][H]"
}

What should be chosen as the most stable of them? Choose <Q>.